Record 1
21
Properties=species:S:1:pos:R:3:mulliken_charge:R:1 method="wB97M-V/def2-TZVPD" de_lowest_ev=6.014 homo_energy_ev=-2.9 charge=-1 homo_lumo_gap_ev=4.5
C 0.4114 0.8077 2.4455 -0.359
O 1.0357 1.5371 1.5046 -0.531
C 0.5088 -0.7311 2.1604 -0.714
C -0.3111 -1.2038 0.9248 -0.719
C 0.2560 -0.6936 -0.3827 0.196
C -0.6133 -1.1887 -1.5712 -0.588
O -0.2996 -0.6742 -2.8125 -0.923
H -1.3112 0.4068 2.7832 0.222
H 0.7688 1.1017 3.4362 0.330
H -0.5476 1.1198 1.8149 0.171
H 0.1884 -1.2689 3.1086 0.349
H 1.5666 -0.9938 1.9617 0.392
H -1.3683 -0.9580 0.9238 0.351
H -0.1644 -2.2762 0.9873 0.286
H 0.2952 0.3858 -0.4184 -0.082
H 1.2694 -1.0169 -0.5562 0.150
H -0.5421 -2.2924 -1.6186 0.305
H -1.6281 -0.9007 -1.2156 0.202
H -0.5462 0.9153 -2.4960 0.427
H 0.0432 2.0165 -1.5471 0.270
O -0.6950 1.8686 -2.1427 -0.735

Record 2
133
Properties=species:S:1:pos:R:3:mulliken_charge:R:1 method="wB97M-V/def2-TZVPD" de_lowest_ev=0.125 homo_energy_ev=-9.3 charge=+1 homo_lumo_gap_ev=7.4
Ca -0.3742 0.9948 -0.3809 1.563
C -0.3390 3.0164 5.1426 -1.401
N 0.1639 2.5941 3.8361 0.972
C -0.4351 2.6350 2.6498 -0.633
N 0.3238 2.0405 1.7387 0.629
C 1.4084 1.6448 2.4645 -1.021
N 1.3466 1.9549 3.7338 -0.908
C -1.0018 1.8706 5.8652 1.057
C -0.4598 1.3645 7.0378 -0.864
C -1.0651 0.2902 7.6804 -0.782
C -2.2036 -0.2878 7.1496 -0.987
C -2.7503 0.2179 5.9703 -0.209
C -2.1529 1.2990 5.3371 0.489
C -3.9421 -0.4134 5.4050 0.603
N -4.6348 -1.3832 5.8850 -0.489
N -5.6530 -1.6296 4.9697 -0.425
C -5.4871 -0.7912 4.0109 0.294
O -4.4250 0.0330 4.2166 -0.143
C -6.2576 -0.6448 2.7782 -0.064
C -7.4134 -1.3984 2.6123 -0.949
C -8.1531 -1.2614 1.4491 -0.736
C -7.7414 -0.3800 0.4618 -0.945
C -6.5818 0.3716 0.6234 0.893
C -6.1985 1.3345 -0.4780 -1.262
N -4.8193 1.7972 -0.3939 0.957
C -3.7154 1.0905 -0.6035 -0.792
N -2.6488 1.8491 -0.3736 0.199
C -3.1979 3.0431 -0.0106 -0.856
N -4.5072 3.0538 -0.0064 -1.012
C -5.8365 0.2339 1.7833 0.161
H -1.0265 3.8438 4.9664 0.320
H 0.5179 3.3947 5.6944 0.423
H -1.3984 3.0932 2.4892 0.382
H 2.2472 1.1197 2.0360 0.422
H 0.4403 1.8050 7.4492 0.422
H -0.6410 -0.0989 8.5962 0.431
H -2.6792 -1.1298 7.6346 0.548
H -2.5901 1.6823 4.4231 0.513
H -7.7174 -2.0851 3.3906 0.560
H -9.0527 -1.8456 1.3110 0.419
H -8.3261 -0.2805 -0.4457 0.479
H -6.8133 2.2326 -0.4554 0.311
H -6.3297 0.8654 -1.4532 0.490
H -3.6876 0.0527 -0.9045 0.583
H -2.6210 3.9200 0.2401 0.559
H -4.9335 0.8128 1.9343 0.722
Br -1.9980 0.0937 -6.7927 -0.211
C -1.9084 -1.5246 -5.8254 0.129
C -2.6578 -2.5995 -6.2875 -0.415
C -2.6340 -3.8035 -5.6050 -0.619
C -1.8637 -3.9429 -4.4597 -1.008
C -1.1131 -2.8760 -3.9957 0.061
C -1.1371 -1.6671 -4.6806 0.219
I 0.0400 -0.1126 -3.9485 0.235
H -3.2555 -2.4827 -7.1807 0.416
H -3.2220 -4.6340 -5.9720 0.390
H -1.8474 -4.8813 -3.9216 0.472
H -0.5238 -2.9692 -3.0955 0.223
C -0.3212 -1.2516 3.4922 -1.038
S -1.4350 -0.5083 2.2753 0.781
C -2.2665 -1.9117 1.6569 -1.281
C -2.2565 -2.2482 0.3497 0.179
S -1.4796 -1.4176 -0.9670 0.079
S -3.2102 -3.6520 -0.0520 -0.132
C -3.7908 -4.0299 1.5462 0.016
S -4.7523 -5.3009 1.8838 -0.171
S -3.2166 -2.9053 2.7371 0.039
H 0.2976 -0.4518 3.8996 0.307
H 0.3084 -2.0012 3.0162 0.215
H -0.8892 -1.7003 4.3061 0.406
C 3.9385 -0.6609 -3.6894 -1.426
C 4.9107 -1.0832 -2.5768 2.636
C 5.7822 -2.2381 -3.1060 -1.694
C 5.8204 0.1252 -2.3109 -2.141
Si 4.0282 -1.6526 -0.9857 -1.909
Br 2.3347 -0.0926 -0.7157 0.906
C 5.0432 -1.4669 0.6160 2.690
C 4.2899 -2.0693 1.8121 -1.970
C 6.3783 -2.2183 0.4575 -1.772
C 5.3550 -0.0072 0.9798 -1.452
C 3.0257 -3.2714 -1.1360 2.942
C 1.8802 -3.3866 -0.1147 -2.057
C 3.9696 -4.4736 -0.9440 -1.878
C 2.3724 -3.3828 -2.5225 -1.907
H 4.5278 -0.3629 -4.5621 0.564
H 3.3349 0.1980 -3.3905 0.000
H 3.2594 -1.4500 -4.0057 0.273
H 6.3367 -1.8858 -3.9811 0.525
H 5.1878 -3.0950 -3.4243 0.344
H 6.5171 -2.5859 -2.3770 0.323
H 6.2394 0.4608 -3.2641 0.622
H 6.6596 -0.1084 -1.6556 0.377
H 5.2709 0.9664 -1.8796 0.285
H 4.1580 -3.1480 1.7307 0.300
H 3.3041 -1.6158 1.9485 0.202
H 4.8696 -1.8806 2.7204 0.657
H 6.2452 -3.2736 0.2116 0.303
H 6.9225 -2.1726 1.4057 0.552
H 7.0198 -1.7713 -0.3034 0.313
H 4.4474 0.5804 1.1264 -0.081
H 5.9676 0.5051 0.2414 0.291
H 5.9079 0.0002 1.9238 0.588
H 2.2134 -3.3558 0.9213 0.274
H 1.3915 -4.3539 -0.2688 0.668
H 1.1198 -2.6160 -0.2583 0.129
H 4.3621 -4.5349 0.0722 0.356
H 4.8159 -4.4693 -1.6345 0.327
H 3.4076 -5.3943 -1.1272 0.553
H 1.7048 -2.5410 -2.7272 -0.077
H 1.7670 -4.2944 -2.5452 0.756
H 3.0953 -3.4577 -3.3349 0.322
C 1.4930 5.1339 -0.0528 -1.021
C 0.5264 5.1420 -1.2293 -0.991
As 0.3462 3.3765 -2.0420 0.477
C 2.0862 3.1507 -2.9273 -0.093
C 2.7425 4.3793 -3.5399 -1.412
C -0.9164 3.7007 -3.5071 -0.129
C -0.8430 5.0441 -4.2196 -1.225
H 1.5709 6.1251 0.3952 0.425
H 2.4974 4.8385 -0.3635 0.245
H 1.1770 4.4359 0.7244 -0.033
H 0.8556 5.8330 -2.0057 0.560
H -0.4721 5.4635 -0.9252 0.560
H 1.9257 2.3768 -3.6839 0.294
H 2.7392 2.6980 -2.1774 0.155
H 2.1616 4.7903 -4.3641 0.196
H 3.7268 4.1200 -3.9336 0.407
H 2.8906 5.1728 -2.8064 0.299
H -1.9053 3.5581 -3.0635 0.225
H -0.7812 2.8727 -4.2048 0.218
H -0.9844 5.8807 -3.5346 0.283
H -1.6302 5.1091 -4.9723 0.415
H 0.1068 5.1892 -4.7321 0.215

Record 3
17
Properties=species:S:1:pos:R:3:mulliken_charge:R:1 method="wB97M-V/def2-TZVPD" de_lowest_ev=4.824 homo_energy_ev=-3.0 charge=-1 smiles=[O-]CCCNCO homo_lumo_gap_ev=7.0
C -0.8249 -0.6399 0.2845 -0.464
C -0.0738 -0.2372 1.5832 -0.696
C 0.8451 1.0485 1.6616 -0.533
O 1.8319 0.7589 0.7971 -0.841
N -0.0593 -0.0549 -0.7983 -0.213
C -0.3542 -0.5868 -2.1065 -0.297
O -0.2237 0.4324 -3.1939 -0.567
H -0.7969 -1.8025 0.1883 0.210
H -1.8965 -0.2380 0.1869 0.257
H -0.6675 -0.3666 2.5260 0.379
H 0.8147 -0.9118 1.6979 0.200
H 0.0923 2.0275 1.7528 0.149
H 1.2779 1.1843 2.7673 0.266
H 0.6596 0.5403 -0.2993 0.326
H -1.3924 -0.9023 -2.0803 0.207
H 0.3553 -1.4295 -2.1340 0.289
H 0.4123 1.1778 -2.8334 0.329